(1)
22
Properties=species:S:1:pos:R:3:forces:R:3 method="wB97M-V/def2-TZVPD" e_homo_ev=-10.44 gap_ev=10.90
C -4.415744 0.213505 -0.080473 -1.147 0.222 -1.160
C -3.169299 1.081947 -0.096000 -0.833 0.276 0.555
C -3.342096 -0.908735 0.103579 -0.147 -0.474 -1.058
C -2.223556 0.147928 -0.128493 -1.744 -0.912 0.788
C -0.110251 -1.805584 -0.149410 2.333 -0.450 -2.184
C 0.168868 0.682007 1.700289 0.224 -0.058 -1.403
C 0.414303 1.167672 -1.318737 0.473 0.685 0.089
F -4.933794 0.197855 -1.375153 0.305 -0.160 0.946
F -3.123017 2.381782 -0.152189 0.095 0.625 -0.098
F -3.317626 -1.551356 1.294088 -0.044 0.209 -0.342
F -3.490893 -1.859142 -0.885152 0.472 0.320 0.889
F -5.563493 0.324518 0.702822 2.382 -0.003 -0.412
Si -0.381918 0.011509 -0.022553 1.747 1.454 0.414
H 0.925613 -2.291349 -0.227783 -1.227 1.079 0.950
H -0.727832 -2.202620 0.597603 -0.609 -1.053 1.289
H -0.483924 -2.168870 -1.099931 -0.680 0.060 -0.312
H -0.746240 1.266509 2.004982 1.426 -0.315 0.330
H 0.388179 -0.213225 2.327147 -0.232 1.001 -0.039
H 1.130133 1.298673 1.478803 -1.842 -0.866 0.821
H -0.218203 1.211066 -2.195902 -0.044 -0.253 -0.479
H 0.588834 2.270659 -1.088837 -0.365 -1.481 0.362
H 1.410615 0.776476 -1.612306 -0.545 0.095 0.054

(2)
7
Properties=species:S:1:pos:R:3:forces:R:3 method="wB97M-V/def2-TZVPD" de_lowest_kj_mol=203.4 e_homo_ev=-8.87 gap_ev=7.58
C -1.882063 -1.522119 -0.918947 2.189 3.218 1.749
C -1.070729 -0.568783 -0.380960 -0.640 0.273 0.517
C 1.053813 0.150503 0.122102 -2.362 -1.665 -0.526
C -0.128254 0.708344 0.445926 -1.075 -2.762 -2.307
S 0.549652 -1.363315 -0.730545 0.907 0.456 0.219
Br -0.604650 2.346294 1.169959 -0.116 -0.439 -0.092
H 2.082230 0.249076 0.292465 1.098 0.919 0.440

(3)
68
Properties=species:S:1:pos:R:3:forces:R:3 method="wB97M-V/def2-TZVPD" multiplicity=3 de_lowest_kj_mol=224.3 total_charge=+4 e_homo_ev="-19.05 / -19.19" gap_ev="2.64 / 3.27"
Mo 0.006652 0.344771 -0.301568 -1.927 3.058 1.145
P -1.576580 -1.306206 -0.632448 -2.500 -3.115 -0.533
P 1.234743 -0.820253 1.387116 1.584 -1.344 2.569
P 1.455598 -0.498173 -1.917936 2.660 -2.008 -2.101
H -0.083212 5.902565 -3.341938 -0.294 -0.808 -0.252
C -0.141471 4.998062 -3.982946 0.853 1.207 0.329
C -1.291444 4.530461 -4.469323 -1.253 0.407 -1.036
H -2.299586 4.904282 -4.166886 1.116 0.114 -0.313
C -3.219963 -1.110199 0.156133 0.196 0.829 0.438
C -1.271888 -3.073507 -0.181663 0.632 0.171 0.103
C -2.139335 -1.460882 -2.372203 0.423 0.454 -0.282
C 2.479549 0.371179 1.993367 -0.195 0.599 -0.470
C 0.396200 -1.243823 2.965486 -0.725 0.211 -0.146
C 2.244638 -2.345190 1.188501 -0.188 -0.175 -0.827
C 1.045954 0.265153 -3.529320 -0.621 0.486 -0.088
C 1.528887 -2.283895 -2.339423 -0.184 0.030 0.131
C 3.216614 -0.079077 -1.662154 0.053 0.412 0.223
H 0.844234 4.592253 -4.233971 -0.452 0.158 -0.396
H -1.302870 3.918463 -5.370287 0.074 -0.279 0.312
H -3.568985 -0.078064 0.018535 -0.126 -0.290 0.076
H -3.157525 -1.341025 1.228074 -0.154 -0.039 -0.325
H -3.915821 -1.808231 -0.334246 0.310 0.190 0.160
H -1.055903 -3.176579 0.891092 -0.103 0.025 -0.273
H -0.443986 -3.513147 -0.753468 -0.259 0.115 0.143
H -2.193671 -3.633698 -0.404842 0.245 0.264 0.024
H -2.524872 -0.488706 -2.708237 0.014 -0.317 0.000
H -2.950245 -2.205326 -2.373646 0.286 0.198 -0.017
H -1.336940 -1.788102 -3.044242 -0.310 0.040 0.121
H 3.130369 -0.123490 2.725139 -0.153 -0.023 -0.160
H 1.974239 1.209228 2.486011 0.122 -0.085 -0.020
H 3.089527 0.761291 1.171665 0.069 -0.052 0.201
H 1.100518 -1.782104 3.615754 -0.073 0.142 -0.321
H -0.478078 -1.883929 2.793738 0.181 0.075 0.124
H 0.075772 -0.333868 3.487888 0.053 -0.188 -0.151
H 2.717709 -2.574795 2.152633 -0.199 0.288 -0.125
H 3.037458 -2.230026 0.442679 -0.166 -0.042 0.139
H 1.617741 -3.201202 0.914920 0.096 0.125 0.042
H 1.825024 -0.023002 -4.250095 -0.114 0.023 0.213
H 0.996327 1.361205 -3.455686 0.149 -0.394 -0.192
H 0.069371 -0.094323 -3.886537 0.322 0.081 0.055
H 2.310733 -2.394856 -3.101607 -0.131 -0.009 0.124
H 0.577327 -2.629741 -2.761568 0.295 0.054 0.091
H 1.789226 -2.899185 -1.469673 -0.031 0.180 -0.255
H 3.746282 -0.287344 -2.598965 -0.063 0.034 0.123
H 3.680602 -0.660849 -0.857272 -0.194 0.059 -0.224
H 3.330064 0.984743 -1.420577 0.066 -0.132 -0.128
C -1.316514 3.552708 -1.773503 -0.555 1.158 0.663
C 0.092882 3.620885 -1.712890 0.673 -0.967 0.488
C 0.769188 4.662249 -1.035591 -0.804 -0.260 0.474
C -0.000096 5.638758 -0.360067 0.265 -0.190 -0.564
C -1.403886 5.561380 -0.387619 0.362 -0.553 0.273
C -2.046171 4.531158 -1.096669 -0.083 0.613 0.539
S -2.096087 2.451365 -2.892442 0.946 -1.485 -0.026
H -3.312287 2.884157 -3.326246 0.283 0.539 0.805
H 0.670255 2.822017 -2.204688 -0.117 0.691 -0.094
H 1.865002 4.725208 -1.021810 -0.516 -0.110 -0.130
H 0.506096 6.482125 0.126140 -0.269 -0.405 -0.115
H -1.968239 6.267567 0.229805 -0.010 -0.135 -0.576
H -3.131012 4.510370 -1.108123 0.052 0.021 -0.067
N -0.522834 2.697915 1.443331 -1.263 0.961 1.042
C -1.265602 3.322607 2.394842 0.541 -1.663 -0.751
C -2.109869 2.356616 2.938791 -0.377 -0.908 -0.008
C -1.886117 1.175703 2.231660 -0.044 1.028 0.113
N -0.963608 1.415947 1.261939 1.222 -0.384 -0.461
H 0.111234 3.151458 0.793459 -0.104 0.089 -0.180
H -1.183779 4.361949 2.606571 0.258 0.563 0.167
H -2.823888 2.469154 3.738923 0.025 0.184 0.029
H -2.336790 0.189704 2.318824 0.131 0.487 0.127

(4)
33
Properties=species:S:1:pos:R:3:forces:R:3 method="wB97M-V/def2-TZVPD" multiplicity=4 total_charge=+4 e_homo_ev="-24.53 / -24.56" gap_ev="5.83 / 5.16"
C 2.354546 -2.209400 0.314643 -0.937 -0.571 0.343
N 1.272467 -1.332672 0.316853 -0.641 -3.868 0.536
N 0.084891 -2.116167 0.638908 0.870 0.194 -0.150
C 0.480490 -3.384448 0.828121 -0.455 1.436 -0.096
C 1.871328 -3.467258 0.632644 1.320 0.385 -0.095
B -1.293916 -1.385608 0.562565 0.331 -0.889 -0.502
N -1.070769 -0.090848 1.369972 -1.509 1.761 2.257
N 0.013400 0.762165 1.046285 -1.116 2.840 2.130
C -0.109670 1.875333 1.839949 1.924 -1.882 -2.520
C -1.249875 1.739117 2.636367 -0.464 0.997 1.244
C -1.814468 0.502201 2.326298 0.359 -2.973 -2.050
Re 1.092577 0.256293 -0.619333 3.738 5.034 -1.960
N -1.486684 -0.897955 -0.936293 -0.158 0.310 -1.021
N -0.457575 -0.017806 -1.529067 -2.044 -1.919 0.018
C -0.887305 0.309867 -2.818411 -1.220 -0.376 0.014
C -2.098631 -0.326548 -3.023733 1.540 1.416 -1.075
C -2.442706 -1.043183 -1.861130 1.361 -0.150 2.013
H -0.256605 0.984508 -3.398841 -0.362 -0.236 -0.285
H -3.307768 -1.654947 -1.624880 -0.170 0.009 -0.188
H -2.666148 -0.269643 -3.930553 -0.325 -0.043 -0.390
H -2.214713 -2.054865 0.928064 0.250 0.274 -0.069
H -2.690725 -0.002039 2.708917 -0.211 0.072 0.179
H -0.254824 -4.138337 1.108367 0.207 -0.047 -0.091
H -1.630575 2.458111 3.339609 -0.128 0.308 0.309
H 2.486094 -4.349923 0.722609 -0.013 -0.182 0.038
H 0.611975 2.681530 1.815934 0.024 0.093 -0.061
H 3.347958 -1.815204 0.101324 -0.047 -0.380 0.037
H 1.912255 2.541678 -0.128368 -0.159 0.204 -0.240
C 1.913201 3.662171 -0.369951 0.238 1.449 -0.041
H 0.960287 4.205973 -0.144836 0.610 -0.840 -0.039
H 2.725669 4.089493 0.275913 -0.629 -0.570 -0.415
H 2.180946 3.899256 -1.425897 -0.158 -0.704 0.681
F 2.624874 0.589154 -1.702050 -2.024 -1.155 1.488

(5)
31
Properties=species:S:1:pos:R:3:forces:R:3 method="wB97M-V/def2-TZVPD" e_homo_ev=-7.18 gap_ev=6.21
C -2.930342 -5.233798 -0.481047 -0.767 -0.203 -0.494
S -1.820810 -4.030532 -1.266695 1.536 -0.401 3.486
C -2.513155 -2.593662 -0.407132 -0.456 0.442 -0.467
C -0.411460 -4.284531 -0.171620 -4.325 1.612 -0.012
C 0.722910 -4.679660 -0.665261 8.071 -2.841 -4.007
N 1.775323 -5.052095 -1.139504 -3.936 1.388 1.833
H -2.690580 -6.234091 -0.831644 0.211 0.071 -0.117
H -2.833125 -5.211879 0.600894 0.290 0.256 -0.036
H -3.962582 -5.015742 -0.743334 -0.168 0.024 -0.127
H -1.976320 -1.698375 -0.709619 0.166 -0.099 -0.113
H -3.560910 -2.474186 -0.671014 -0.111 -0.033 -0.116
H -2.435631 -2.701232 0.671309 0.181 -0.310 -0.033
H -0.518210 -4.122150 0.882769 -0.664 0.169 0.206
Cl 0.878421 -0.922167 0.054739 -0.234 -0.695 0.163
C 1.660653 0.635737 0.235846 -0.366 -0.278 0.748
Cl 3.383759 0.458297 -0.025143 1.022 0.003 -0.201
C 1.150285 1.545166 -0.835376 -0.649 -0.116 -2.023
O 0.777987 1.089255 -1.888791 0.105 0.355 0.343
C 1.135649 2.998034 -0.569442 0.292 0.689 0.572
C 1.179696 3.441136 0.762664 -0.052 -0.048 -0.120
C 1.182196 4.800185 1.004619 -0.006 0.057 0.167
C 1.149969 5.648299 -0.073477 0.011 0.374 0.348
C 1.104294 5.117439 -1.340724 -0.050 0.192 -0.709
N 1.091449 3.823767 -1.611183 0.014 -0.425 0.248
C 1.211767 2.457956 1.839889 0.079 -1.381 -0.352
Cl 0.919623 2.957159 3.462716 0.034 0.224 0.122
C 1.431583 1.156744 1.601787 -0.299 0.862 0.806
H 1.217342 5.171376 2.016623 -0.025 0.050 0.076
H 1.158919 6.715499 0.068035 0.006 0.178 -0.024
H 1.079387 5.781208 -2.192907 -0.010 0.041 -0.155
H 1.441909 0.456847 2.422031 0.098 -0.155 -0.012

Asked for largest force on an atom across the records above, the calculation gives 3.2; 4.3; 4.0; 6.6; 9.4 eV/A in order.
Asked for calculated total energy across the records above, the calculation gives -28868.8691; -85034.8172; -64896.9874; -25008.8615; -67086.1901 eV in order.